Entry 1:
DFT (ωB97M-V/def2-TZVPD) results for a molecular structure, HLuO3S.

Positions of all 6 atoms, in Å:
S  1.586  0.341  1.890
O  1.159  -0.945  1.132
O  -1.556  -0.129  -1.757
Lu  0.007  0.094  -0.457
O  1.025  1.455  0.963
H  -2.220  -0.816  -1.771

Values from the calculation:
Charge: +1
Gap between HOMO and LUMO (alpha / beta): 7.426 / 9.715 eV
Multiplicity: 2
LUMO level (alpha / beta): -6.33 / -6.35 eV
Electronic energy: -50608.1136 eV
Expectation value of S²: 0.753

---

Entry 2:
DFT (ωB97M-V/def2-TZVPD) results for 2 unconnected molecules or ions with the total composition HN2O3P.

Positions of all 7 atoms, in Å:
N  3.944  -0.768  -0.500
N  0.540  1.705  1.056
O  -0.422  1.668  2.005
O  4.448  -1.861  -0.647
O  0.758  0.734  0.461
P  3.246  0.538  -0.453
H  -0.777  0.856  2.399

Values from the calculation:
Gap between HOMO and LUMO: 9.034 eV
LUMO level: -0.27 eV
Electronic energy: -18422.1538 eV
SMILES: [O-][N+]#P.O=NO

---

Entry 3:
DFT (ωB97M-V/def2-TZVPD) results for HN2O3P in the gas phase.

Positions of all 7 atoms, in Å:
N  1.106  -1.862  -0.204
N  1.003  0.492  -1.529
O  1.825  -0.138  -2.152
O  0.860  -2.586  0.668
O  0.224  1.316  -1.963
P  0.996  0.249  0.236
H  -0.397  0.365  0.338

Values from the calculation:
Gap between HOMO and LUMO (alpha / beta): 8.184 / 8.183 eV
LUMO level (alpha / beta): -1.11 / -1.11 eV
Electronic energy: -18421.4618 eV
SMILES: O=NP[N+](=O)[O-]

---

Entry 4:
DFT (ωB97M-V/def2-TZVPD) results for a gas-phase ion, HN2O4S (charge -1).

Positions of all 8 atoms, in Å:
N  -0.248  -0.430  0.193
N  -1.374  0.439  -0.009
O  -2.439  -0.117  -0.234
O  2.244  -1.218  0.278
O  -1.201  1.631  0.063
O  1.946  1.202  0.083
S  1.591  -0.113  -0.435
H  -0.519  -1.394  0.060

Values from the calculation:
Charge: -1
Gap between HOMO and LUMO: 8.660 eV
LUMO level: 4.04 eV
Electronic energy: -22019.9607 eV

---

Entry 5:
DFT (ωB97M-V/def2-TZVPD) results for 2 unconnected molecules or ions with the total composition HN2O5.

Positions of all 8 atoms, in Å:
N  1.162  -0.353  -0.138
N  -2.002  -0.176  -0.100
O  2.036  0.366  -0.616
O  -1.299  0.800  0.269
O  -3.228  -0.097  -0.101
O  1.376  -1.428  0.400
O  -1.450  -1.208  -0.473
H  0.157  0.183  0.084

Values from the calculation:
Charge: -1
Gap between HOMO and LUMO: 9.809 eV
LUMO level: 4.43 eV
Electronic energy: -13229.7847 eV

---

Entry 6:
DFT (ωB97M-V/def2-TZVPD) results for HN3 in the gas phase.

Positions of all 4 atoms, in Å:
N  1.528  0.269  -0.039
N  0.457  -0.042  -0.014
N  -0.708  -0.518  -0.059
H  -1.278  0.290  0.112

Values from the calculation:
Gap between HOMO and LUMO: 11.590 eV
LUMO level: 1.36 eV
Electronic energy: -4484.5617 eV

---

Entry 7:
DFT (ωB97M-V/def2-TZVPD) results for 2 unconnected molecules or ions with the total composition HN3O.

Positions of all 5 atoms, in Å:
H  -1.114  0.668  1.034
N  -0.695  0.084  0.385
N  1.379  -0.532  0.102
N  1.374  0.489  -0.251
O  -1.662  -0.119  -0.336

Values from the calculation:
Gap between HOMO and LUMO: 8.860 eV
LUMO level: -0.64 eV
Electronic energy: -6530.3924 eV
SMILES: N#N.N=O

---

Entry 8:
DFT (ωB97M-V/def2-TZVPD) results for 2 unconnected molecules or ions with the total composition HN3O2.

Positions of all 6 atoms, in Å:
N  -1.189  -0.031  0.031
N  -0.730  1.044  -0.005
N  1.164  -0.082  0.169
O  2.233  0.383  0.050
O  0.644  -1.110  -0.027
H  -2.122  -0.203  -0.217

Values from the calculation:
Gap between HOMO and LUMO (alpha / beta): 9.042 / 8.214 eV
LUMO level (alpha / beta): -0.06 / -0.43 eV
Electronic energy: -8575.2886 eV

---

Entry 9:
DFT (ωB97M-V/def2-TZVPD) results for a gas-phase ion, HN3O3S (charge -2).

Positions of all 8 atoms, in Å:
N  2.271  -0.503  -0.101
N  1.099  0.031  0.096
N  0.039  -0.863  0.094
O  -1.422  0.628  -1.339
O  -1.253  1.153  1.073
O  -2.397  -0.909  0.305
S  -1.323  0.077  0.027
H  2.985  0.385  -0.155

Values from the calculation:
Charge: -2
Gap between HOMO and LUMO: 6.637 eV
LUMO level: 7.23 eV
Electronic energy: -21461.2259 eV
SMILES: [H]/N=N/N=S(=O)([O-])[O-]

---

Entry 10:
DFT (ωB97M-V/def2-TZVPD) results for 2 unconnected molecules or ions with the total composition HN3OS.

Positions of all 6 atoms, in Å:
N  0.749  0.443  -0.758
N  1.528  -0.126  -0.174
N  -1.539  0.619  0.027
O  -1.458  -0.067  1.047
S  2.589  -0.974  0.587
H  -1.869  0.105  -0.731

Values from the calculation:
Gap between HOMO and LUMO (alpha / beta): 8.951 / 8.949 eV
LUMO level (alpha / beta): -0.72 / -0.71 eV
Electronic energy: -17365.1627 eV
SMILES: N#[N+][S-].N=O

---

Entry 11:
DFT (ωB97M-V/def2-TZVPD) results for HNO2S2 in the gas phase.

Positions of all 6 atoms, in Å:
N  0.765  -0.733  0.290
O  -0.117  -0.804  1.062
O  1.897  -1.114  0.316
S  -1.558  0.744  -0.775
S  0.414  0.455  -1.092
H  -1.401  1.453  0.199

Values from the calculation:
Gap between HOMO and LUMO: 10.225 eV
LUMO level: 0.03 eV
Electronic energy: -27268.2464 eV
SMILES: O=[N+]([O-])SS

---

Entry 12:
DFT (ωB97M-V/def2-TZVPD) results for a molecular structure, HNO3P2.

Positions of all 7 atoms, in Å:
N  -0.241  1.080  -1.011
O  -1.362  1.523  -0.722
O  0.472  1.877  -2.078
O  2.619  1.693  -3.265
P  2.169  1.774  -1.905
P  0.797  -0.085  -0.555
H  -0.189  -0.279  0.507

Values from the calculation:
Gap between HOMO and LUMO (alpha / beta): 8.576 / 8.576 eV
LUMO level (alpha / beta): -1.24 / -1.24 eV
Electronic energy: -26222.4254 eV

---

Entry 13:
DFT (ωB97M-V/def2-TZVPD) results for HNO3S in the gas phase.

Positions of all 6 atoms, in Å:
N  0.976  0.192  -0.242
O  1.269  -0.835  -0.779
O  1.679  1.125  -0.041
O  -0.369  0.435  0.091
S  -1.673  -0.620  -0.164
H  -1.882  -0.298  1.136

Values from the calculation:
Gap between HOMO and LUMO (alpha / beta): 7.690 / 8.328 eV
Multiplicity: 3
LUMO level (alpha / beta): 0.42 / -3.32 eV
Electronic energy: -18475.6639 eV
Expectation value of S²: 2.006

---

Entry 14:
DFT (ωB97M-V/def2-TZVPD) results for 2 unconnected molecules or ions with the total composition HNO4S.

Positions of all 7 atoms, in Å:
N  -0.719  -0.617  -0.219
O  2.896  -0.598  -0.990
O  1.855  0.576  0.861
O  -0.012  -1.592  -0.004
O  -1.879  -0.591  -0.597
S  2.873  -0.275  0.402
H  -0.348  0.200  0.159

Values from the calculation:
Gap between HOMO and LUMO: 10.537 eV
LUMO level: -1.29 eV
Electronic energy: -20527.9519 eV

---

Entry 15:
DFT (ωB97M-V/def2-TZVPD) results for 2 unconnected molecules or ions with the total composition HNO5S2.

Positions of all 9 atoms, in Å:
N  -2.916  1.042  0.100
O  -2.215  1.913  0.507
O  -2.272  -0.078  -0.090
O  3.997  -1.054  0.151
O  1.759  -0.328  0.779
O  0.056  0.034  -1.341
S  -0.535  0.023  0.031
S  2.868  -0.237  -0.194
H  -0.742  -1.315  0.057

Values from the calculation:
Gap between HOMO and LUMO: 8.526 eV
LUMO level: -1.84 eV
Electronic energy: -33409.0578 eV

---

Entry 16:
DFT (ωB97M-V/def2-TZVPD) results for 2 unconnected molecules or ions with the total composition HO2PS4.

Positions of all 8 atoms, in Å:
O  1.552  0.009  0.934
O  -0.081  0.345  -1.385
P  -0.704  1.065  -0.287
S  -0.553  2.915  0.324
S  2.405  -1.030  0.459
S  1.394  -2.315  -0.493
S  -2.260  0.016  0.496
H  -1.753  -1.003  -0.050

Values from the calculation:
Gap between HOMO and LUMO: 7.724 eV
LUMO level: -2.06 eV
Electronic energy: -56741.0328 eV

---

Entry 17:
DFT (ωB97M-V/def2-TZVPD) results for 2 unconnected molecules or ions with the total composition HO6PS2.

Positions of all 10 atoms, in Å:
O  0.926  1.064  2.147
O  2.543  -0.312  0.585
O  1.455  1.773  -0.415
O  0.351  -0.556  0.020
O  1.660  -2.668  0.197
O  -2.314  0.127  -0.086
P  1.230  0.796  0.708
S  -3.753  0.167  -0.652
S  1.650  -1.310  -0.374
H  -3.748  0.917  -2.129

Values from the calculation:
Charge: -2
Gap between HOMO and LUMO: 4.716 eV
LUMO level: 5.60 eV
Electronic energy: -43261.4526 eV

---

Entry 18:
DFT (ωB97M-V/def2-TZVPD) results for a molecular structure, HgI.

Positions of all 2 atoms, in Å:
Hg  -1.348  -1.385  -0.691
I  1.348  1.385  0.691

Values from the calculation:
Charge: +1
Gap between HOMO and LUMO: 4.664 eV
LUMO level: -10.28 eV
Electronic energy: -12264.4193 eV

---

Entry 19:
DFT (ωB97M-V/def2-TZVPD) results for a molecular structure, I2K2.

Positions of all 4 atoms, in Å:
K  -37.177  -22.227  4.640
K  -41.679  -22.372  6.243
I  -37.479  -20.128  7.094
I  -38.787  -24.543  6.761

Values from the calculation:
Gap between HOMO and LUMO: 5.746 eV
LUMO level: -1.29 eV
Electronic energy: -48854.3765 eV

---

Entry 20:
DFT (ωB97M-V/def2-TZVPD) results for a molecular structure, IMn2.

Positions of all 3 atoms, in Å:
Mn  -17.456  -8.759  11.227
Mn  -14.824  -6.821  6.916
I  -16.055  -8.433  8.866

Values from the calculation:
Charge: +3
Gap between HOMO and LUMO (alpha / beta): 7.304 / 7.622 eV
Multiplicity: 11
LUMO level (alpha / beta): -15.94 / -15.65 eV
Electronic energy: -70704.7351 eV
Expectation value of S²: 30.008